Molecular formula: C2H3ClO2P
Method: DFT, ωB97M-V/def2-TZVPD

Last column: Mulliken spin population.
Cartesian coordinates (Å):
C: 0.49685 -1.36847 -1.75535  0.167
C: 0.88482 -0.39863 -0.58025  0.879
O: -0.71429 -1.18748 -2.02301  0.220
O: 1.32041 -2.10441 -2.26813  -0.186
P: -0.80077 0.29101 -0.26815  0.831
Cl: 1.65307 -1.17505 0.81536  0.105
H: 1.58547 0.37848 -0.91130  -0.155
H: -0.44844 0.84090 1.00786  0.102
H: -1.31210 -0.83977 0.35532  0.039

total charge = -1
DFT total energy = -1029.9152 hartree
HOMO-LUMO gap (spin up / spin down) = 0.1313 / 0.2380 hartree
E_HOMO (spin up / spin down) = 0.21 / -5.29 eV
largest force on an atom = 2.247 eV/Å
<S²> = 2.01
spin multiplicity = 3
E_LUMO (spin up / spin down) = 3.79 / 1.19 eV
energy above the lowest of the compared OMol25 structures with the same formula, charge and spin = 2.442 eV

***

Molecular formula: C17H20N2OS
Method: DFT, ωB97M-V/def2-TZVPD

Last column: Löwdin charge in e.
Cartesian coordinates (Å):
C: -3.33508 -1.48954 1.51934  -0.104
C: -3.92009 -0.12710 1.16292  -0.254
C: -4.53539 -0.10023 -0.24375  -0.262
C: -3.66186 0.56544 -1.29783  -0.445
H: -4.18630 0.60081 -2.25292  0.073
H: -3.40040 1.58114 -1.00465  0.069
S: -2.12494 -0.36153 -1.68927  1.012
C: -0.98210 0.20516 -0.46880  -0.508
C: -0.11727 -0.64243 0.12843  -0.216
C: -0.16271 -2.02087 -0.11679  -0.252
N: -0.18428 -3.15985 -0.26893  0.187
C: 0.94376 -0.11991 1.07866  -0.200
C: 2.24701 0.05249 0.32106  -0.135
C: 2.45825 1.19379 -0.44337  -0.018
C: 3.62094 1.36678 -1.17100  -0.074
C: 4.59622 0.38764 -1.14245  -0.082
C: 4.39622 -0.74975 -0.38298  -0.044
C: 3.23275 -0.94025 0.35252  -0.211
C: 3.08033 -2.19735 1.15728  -0.037
H: 2.97638 -1.97180 2.21900  0.087
H: 3.95623 -2.82866 1.03281  0.078
H: 2.20651 -2.76318 0.83892  0.062
H: 5.16074 -1.51301 -0.35912  0.108
H: 5.50904 0.50908 -1.70618  0.102
H: 3.76086 2.26428 -1.75439  0.104
H: 1.71289 1.97358 -0.46844  0.105
C: 0.43705 1.16338 1.74756  -0.029
C: -0.23109 2.14051 0.81038  -0.484
O: -0.21515 3.34156 0.93861  0.095
N: -0.95099 1.55836 -0.20358  0.105
H: -1.41955 2.18874 -0.84226  0.148
H: 1.25063 1.67945 2.25899  0.141
H: -0.31616 0.89993 2.49837  0.140
H: 1.09409 -0.86593 1.86336  0.139
H: -4.76235 -1.11940 -0.56033  0.109
H: -5.47582 0.45661 -0.22432  0.109
H: -4.68949 0.12106 1.89662  0.105
H: -3.14757 0.64162 1.24238  0.091
H: -2.83556 -1.44917 2.48500  0.074
H: -4.12648 -2.23313 1.57857  0.078
H: -2.61682 -1.82271 0.77509  0.035

DFT total energy = -1242.7516 hartree
HOMO-LUMO gap = 0.3291 hartree
E_HOMO = -8.67 eV
largest force on an atom = 1.036 eV/Å
spin multiplicity = 1
structure (SMILES) = CCCCSC1=C(C#N)[C@@H](c2ccccc2C)CC(=O)N1
E_LUMO = 0.28 eV
energy above the lowest of the compared OMol25 structures with the same formula, charge and spin = 1.030 eV

***

Molecular formula: C37H41CaN16O5
Method: DFT, ωB97M-V/def2-TZVPD

Last column: Löwdin charge in e.
Cartesian coordinates (Å):
Ca: -0.23983 1.07429 0.28349  1.309
N: -0.15993 0.41840 -1.94825  -0.048
C: -0.75835 -0.89907 -1.79009  -0.149
C: -0.45283 -1.39813 -0.35710  -0.701
O: -1.12601 -2.29997 0.12431  0.031
O: 0.50979 -0.81004 0.20534  -0.220
H: -0.29283 0.76281 -2.89509  0.061
H: 0.84327 0.33555 -1.78278  0.076
H: -0.37253 -1.63957 -2.51155  0.125
H: -1.84196 -0.82794 -1.90918  0.103
N: 0.08878 1.21022 2.52539  -0.094
N: 0.84654 2.40639 2.61010  -0.010
C: 1.71586 2.69622 1.51900  -0.795
O: 2.59838 3.51579 1.74691  -0.003
O: 1.47304 2.12300 0.42555  -0.237
H: -0.64523 1.21324 3.23194  0.089
H: 0.68457 0.39870 2.72205  0.030
H: 1.35388 2.54353 3.48704  0.123
C: 5.09374 -1.41283 1.18735  -0.083
N: 4.22088 -0.90264 2.21563  -0.114
C: 3.02761 -0.30158 2.12595  -0.106
N: 2.54726 -0.09252 3.33613  0.079
C: 3.50551 -0.57939 4.14536  -0.217
N: 4.53437 -1.07813 3.50594  0.094
C: 5.10940 -0.53993 -0.03931  -0.201
C: 5.82863 0.65168 -0.05218  -0.013
C: 5.83244 1.46155 -1.17663  -0.051
C: 5.08472 1.11136 -2.28607  -0.009
C: 4.34691 -0.06993 -2.27216  -0.139
C: 4.37994 -0.90408 -1.15839  0.035
C: 3.41230 -0.38026 -3.33857  -0.289
N: 3.10885 -1.52154 -3.88164  0.110
N: 2.06344 -1.31550 -4.69617  0.112
C: 1.75248 -0.04995 -4.61406  -0.297
O: 2.60179 0.61071 -3.77884  0.128
C: 0.61973 0.65636 -5.14386  -0.156
C: -0.39978 0.00407 -5.84622  -0.008
C: -1.53962 0.70213 -6.18660  -0.058
C: -1.69187 2.03811 -5.83063  -0.024
C: -0.68387 2.69302 -5.12975  -0.199
C: -0.82778 4.10209 -4.60398  -0.078
N: -0.55620 4.11806 -3.18781  -0.143
C: -1.27937 3.55032 -2.21044  -0.148
N: -0.66163 3.66953 -1.06021  0.085
C: 0.47641 4.31990 -1.38198  -0.190
N: 0.57293 4.60803 -2.65853  0.107
C: 0.46992 2.00542 -4.80472  0.013
H: 4.77244 -2.42749 0.92352  0.133
H: 6.08619 -1.45887 1.64165  0.127
H: 2.53216 -0.03428 1.21442  0.110
H: 3.44659 -0.57324 5.21383  0.100
H: 6.37772 0.95074 0.82817  0.121
H: 6.39989 2.38101 -1.17859  0.108
H: 5.06582 1.75115 -3.15599  0.119
H: 3.80126 -1.81569 -1.17121  0.129
H: -0.28846 -1.04464 -6.07073  0.118
H: -2.33953 0.19321 -6.70490  0.109
H: -2.60310 2.55621 -6.08845  0.111
H: -1.84220 4.47237 -4.77463  0.129
H: -0.10608 4.76924 -5.08354  0.134
H: -2.23763 3.10434 -2.37890  0.113
H: 1.21692 4.58626 -0.65787  0.108
H: 1.24746 2.50090 -4.24205  0.127
C: -2.74121 1.42358 0.62033  -0.161
C: -3.60847 0.59657 -0.09526  -0.348
C: -4.37964 -0.42061 0.53787  -0.062
C: -5.23689 -1.22490 -0.15392  -0.045
C: -5.39882 -1.07474 -1.54489  -0.285
C: -4.65686 -0.07478 -2.20142  -0.064
C: -3.80886 0.73132 -1.49982  -0.093
C: -6.29901 -1.85665 -2.26554  -0.259
N: -7.04924 -2.47162 -2.89218  0.100
H: -2.81148 1.36780 1.70036  0.031
H: -2.54872 2.40823 0.21638  0.016
H: -4.29050 -0.53578 1.60932  0.086
H: -5.81506 -1.98249 0.35980  0.111
H: -4.77505 0.04944 -3.27278  0.108
H: -3.25763 1.50105 -2.02388  0.068
C: -0.11570 -2.32965 3.25869  -0.171
N: -0.99448 -1.26376 3.74849  -0.086
C: -2.36820 -1.62108 3.39991  -0.179
N: -2.76514 -2.89046 4.00257  -0.085
C: -1.84763 -3.90963 3.49750  -0.170
N: -0.45993 -3.62158 3.85085  -0.084
C: -0.35847 -3.50891 5.29618  -0.191
N: -1.23721 -2.47401 5.83856  -0.096
C: -0.88660 -1.20695 5.19787  -0.191
C: -2.60756 -2.79408 5.44658  -0.192
H: 0.91964 -2.08525 3.51582  0.107
H: -0.21968 -2.40314 2.17346  0.100
H: -2.43619 -1.70951 2.31407  0.110
H: -3.04875 -0.83846 3.75470  0.124
H: -1.92731 -3.92996 2.40868  0.128
H: -2.13476 -4.88068 3.91456  0.122
H: 0.67265 -3.25728 5.56566  0.121
H: -0.62880 -4.46598 5.75626  0.120
H: 0.14039 -0.94948 5.47144  0.119
H: -1.56418 -0.43492 5.57956  0.122
H: -3.25836 -2.00263 5.83386  0.121
H: -2.89952 -3.74769 5.90090  0.121

total charge = -1
DFT total energy = -3364.6341 hartree
HOMO-LUMO gap = 0.1886 hartree
E_HOMO = -3.69 eV
largest force on an atom = 4.315 eV/Å
spin multiplicity = 1
E_LUMO = 1.44 eV
energy above the lowest of the compared OMol25 structures with the same formula, charge and spin = 2.020 eV

***

Molecular formula: C15H32IN3O2PS2
Method: DFT, ωB97M-V/def2-TZVPD

Last column: Löwdin charge in e.
Cartesian coordinates (Å):
C: -0.88281 -1.39032 -5.29165  -0.067
C: -0.36468 -0.36138 -4.21991  -0.256
N: -0.81212 -0.64525 -2.84294  -0.205
C: -2.24542 -0.36646 -2.62453  -0.257
C: -2.45474 0.09035 -1.13551  -0.084
C: -0.42851 -1.92542 -2.38537  -1.014
S: -1.40796 -3.03526 -1.64660  0.695
S: 1.36767 -2.33761 -2.61673  0.855
C: 2.24586 -1.59003 -1.16175  -0.444
C: 1.74416 -0.14979 -0.82818  -0.224
C: 2.20226 0.36462 0.59092  -0.091
C: 0.96041 0.51454 1.56059  -0.417
C: 0.00303 1.66411 1.12080  -0.172
C: 0.44998 3.10151 1.53172  -0.179
C: -0.72266 4.13205 1.16038  -0.250
N: -1.49742 3.78295 -0.03726  -0.010
C: 1.54360 0.63694 3.00988  -0.130
N: 0.69301 0.01277 4.07530  -0.463
I: -1.04601 1.05919 4.49705  1.164
C: 0.47798 -1.44130 3.74494  -0.178
C: 0.67735 -1.76685 2.22144  -0.392
P: -0.44458 -3.25373 1.88166  0.788
O: -0.19508 -4.33021 2.93057  -0.458
O: 0.20135 -0.71738 1.38340  -0.147
H: -1.98772 -1.44999 -5.24784  0.079
H: -0.54868 -1.09543 -6.30511  0.085
H: -0.42267 -2.37292 -5.05612  0.067
H: -0.76568 0.63606 -4.51730  0.119
H: 0.73452 -0.28933 -4.33273  0.093
H: -2.49223 0.51883 -3.25684  0.122
H: -2.92940 -1.17526 -2.95022  0.099
H: -1.49102 0.05102 -0.57360  0.038
H: -3.21574 -0.51923 -0.59934  0.076
H: -2.77698 1.15833 -1.07583  0.066
H: 2.23662 -2.27009 -0.28297  0.063
H: 3.30687 -1.50176 -1.49451  0.087
H: 2.19725 0.53095 -1.58599  0.124
H: 0.64802 -0.05363 -0.94774  0.064
H: 2.86102 -0.43754 1.00832  0.113
H: 2.77366 1.30674 0.47612  0.130
H: -1.05461 1.46497 1.41190  0.094
H: -0.00670 1.64308 0.00550  0.104
H: 0.55007 3.19038 2.64301  0.071
H: 1.40005 3.43864 1.06968  0.116
H: -0.35646 5.17399 1.10041  0.111
H: -1.43386 4.06638 2.01979  0.109
H: -2.17988 3.06161 0.15910  0.046
H: -0.88944 3.48794 -0.79530  0.070
H: 1.79186 1.66569 3.33114  0.130
H: 2.50987 0.07301 3.01676  0.150
H: 1.25169 0.03342 4.93415  0.126
H: 1.12456 -2.13056 4.32992  0.153
H: -0.57870 -1.67389 4.00713  0.082
H: 1.72211 -2.06755 1.96596  0.131
H: -1.78882 -2.78411 2.07575  0.050
H: -0.25423 -3.72776 0.54855  -0.031

total charge = +1
DFT total energy = -2340.5667 hartree
HOMO-LUMO gap = 0.1956 hartree
E_HOMO = -10.72 eV
largest force on an atom = 3.363 eV/Å
spin multiplicity = 1
structure (SMILES) = CCN(CC)C(=S)SCCC[C@]1(CCCN)C[N@@H+](I)C[C@@H]([PH2]=O)O1
E_LUMO = -5.40 eV